## P
This record from OMol25 describes a 2-piece molecular cluster, C5H13NO2 overall. The level of theory is wB97M-V/def2-TZVPD.

Element x y z (Å)
1 C 0.00000 0.00000 0.00000
2 C 1.25591 0.80709 -0.30433
3 N 2.44279 0.11155 0.23598
4 C 3.22352 -0.83248 -0.39764
5 O 3.04090 -1.22947 -1.56768
6 C 4.53887 -1.22672 0.29161
7 C 5.36459 -2.24672 -0.50040
8 H -0.87721 0.54218 -0.39136
9 H -0.11021 -0.10553 1.09239
10 H 0.02109 -1.00665 -0.45035
11 H 1.34501 0.83429 -1.40740
12 H 1.24263 1.85298 0.05814
13 H 2.94019 0.47738 1.05164
14 H 5.06557 -0.27104 0.47787
15 H 4.20057 -1.62068 1.26926
16 H 4.90682 -3.24819 -0.56452
17 H 6.35902 -2.34372 -0.03317
18 H 5.49306 -1.85252 -1.52251
19 O 5.27466 0.47529 -4.84202
20 H 4.45764 0.86464 -4.45583
21 H 5.93377 1.20545 -4.81573

## Properties
- Lowest unoccupied orbital energy: 0.7 eV
- SMILES string: CCNC(=O)CC.O
- Kohn-Sham gap: 10.23 eV

---

## Q
This record from OMol25 describes one molecule with the formula C5H13NO2. The level of theory is wB97M-V/def2-TZVPD.

Element x y z (Å)
1 C -0.94681 1.59256 0.28222
2 C -0.10008 0.36462 0.61675
3 C 1.50276 1.01193 0.81391
4 O 2.51375 0.06996 0.46114
5 C -0.05596 -0.74502 -0.38496
6 C -1.74713 -1.18170 -0.37178
7 N 0.67622 -1.89184 -0.03006
8 O 0.34561 -0.32777 -1.64824
9 H -2.02134 1.39469 0.31608
10 H -0.69323 1.99461 -0.70311
11 H -0.79564 2.38205 1.02376
12 H -0.30153 -0.00943 1.62095
13 H 1.68390 1.92760 0.24057
14 H 1.63967 1.26761 1.86973
15 H 2.69584 0.13598 -0.49649
16 H -1.89635 -1.90144 0.43768
17 H -2.54970 -0.44962 -0.26533
18 H -1.96677 -1.69366 -1.31483
19 H 1.56694 -1.63901 0.40312
20 H 0.83874 -2.47990 -0.84090
21 H -0.38888 0.17776 -2.03020

## Properties
- Lowest unoccupied orbital energy: 0.8 eV
- SMILES string: C[C@H](CO)[C@](C)(N)O
- Kohn-Sham gap: 9.51 eV

---

We find P to be the most stable, with the next structure 0.0528 hartree higher.

---

## P
This record from OMol25 describes a 2-piece molecular cluster, C5H13NO2 overall. The level of theory is wB97M-V/def2-TZVPD.

Element x y z (Å)
1 C 0.98609 0.18507 -0.24324
2 C -1.31695 0.23117 0.51688
3 C -0.02938 0.97159 0.62846
4 C 1.95145 -0.66365 0.58927
5 C -1.56811 -1.13077 1.01781
6 N 1.78173 1.14213 -1.00996
7 O 0.16223 -0.63340 -1.03525
8 O -1.77122 0.66444 -1.72463
9 H -0.87580 0.08336 -1.63348
10 H -2.44471 0.08938 -2.10603
11 H -2.20570 0.84239 0.43990
12 H 1.18721 1.56915 -1.71480
13 H 2.51229 0.64575 -1.51068
14 H -0.15621 1.98242 0.24251
15 H 0.23887 1.06586 1.69116
16 H 1.40565 -1.33754 1.24923
17 H 2.55308 -1.27864 -0.08282
18 H 2.61170 -0.03699 1.19230
19 H -0.68087 -1.74909 1.06937
20 H -2.02039 -1.01185 2.01762
21 H -2.32094 -1.63078 0.40635

## Properties
- Lowest unoccupied orbital energy (alpha / beta): -0.8 / -0.8 eV
- Kohn-Sham gap (alpha / beta): 7.65 / 7.65 eV

---

## Q
This record from OMol25 describes a 2-piece molecular cluster, C5H13NO2 overall. The level of theory is wB97M-V/def2-TZVPD.

Element x y z (Å)
1 C -2.26498 -1.48415 0.39413
2 C -1.12218 -0.44768 0.48608
3 C 0.23796 -0.90792 -0.04213
4 C 0.66201 -0.19055 -1.31010
5 N 1.30695 -0.76343 0.98156
6 C 1.51118 0.26426 1.87443
7 O 0.68903 1.07680 2.22283
8 H -2.20931 -2.31104 1.09250
9 H -3.19403 -0.91479 0.45681
10 H -2.36089 -1.85877 -0.63050
11 H -1.46034 0.39792 -0.11385
12 H -1.12757 -0.15003 1.52140
13 H 0.20739 -1.98639 -0.17898
14 H 1.49499 -0.73594 -1.75923
15 H 1.12129 0.76287 -1.07114
16 H -0.13612 0.06544 -2.00232
17 H 2.17692 -1.04174 0.57633
18 H 2.52259 0.21490 2.31103
19 O 0.77622 3.49564 -1.93441
20 H -0.13590 3.36314 -1.66191
21 H 1.30478 3.15146 -1.21252

## Properties
- Lowest unoccupied orbital energy: 0.7 eV
- SMILES string: CC[C@@H](C)NC=O.O
- Kohn-Sham gap: 10.48 eV

---

We find Q to be the most stable, with the next structure 0.1012 hartree higher.